one.
Molecular formula: C3H4N2OS
Method: DFT, ωB97M-V/def2-TZVPD

- gap between HOMO and LUMO (alpha / beta) (eV) = 7.808 / 7.809
- charge = 0

Last columns: bonded neighbours and bond lengths (Å).
Atoms and positions in Å:
1 C 0.931 1.415 -0.484  C2 1.393, N4 1.138
2 C 0.103 0.369 -0.883  C1 1.393, N5 1.445, S7 1.689
3 C -0.279 -0.260 1.478  N5 1.454, H8 1.093, H9 1.210, H10 1.124
4 N 1.812 2.112 -0.300  C1 1.138
5 N -0.619 -0.435 0.076  C2 1.445, C3 1.454, H11 0.955
6 O -0.592 -1.344 -2.510  S7 1.436
7 S 0.039 -0.053 -2.518  C2 1.689, O6 1.436
8 H -0.730 -1.125 1.970  C3 1.093
9 H 0.878 -0.198 1.827  C3 1.210
10 H -0.633 0.801 1.601  C3 1.124
11 H -0.910 -1.281 -0.258  N5 0.955

***

two.
Molecular formula: C3H4N2OS
Method: DFT, ωB97M-V/def2-TZVPD

- SMILES string = OCc1nncs1
- gap between HOMO and LUMO (eV) = 10.048
- charge = 0

Last columns: bonded neighbours and bond lengths (Å).
Atoms and positions in Å:
1 O 0.914 -0.111 -2.077  C2 1.383, H8 0.980
2 C 1.280 -0.337 -0.763  O1 1.383, C3 1.458, H9 1.163, H10 1.109
3 C 0.199 -0.013 0.159  C2 1.458, N4 1.422, S7 1.725
4 N -1.136 -0.394 -0.146  C3 1.422, N5 1.283
5 N -1.999 0.020 0.708  N4 1.283, C6 1.275
6 C -1.570 0.772 1.643  N5 1.275, S7 1.748, H11 1.104
7 S 0.155 1.034 1.530  C3 1.725, C6 1.748
8 H 0.533 -0.900 -2.516  O1 0.980
9 H 2.206 0.360 -0.665  C2 1.163
10 H 1.491 -1.389 -0.482  C2 1.109
11 H -2.072 0.957 2.609  C6 1.104

***

three.
Molecular formula: C3H4N2OS
Method: DFT, ωB97M-V/def2-TZVPD

- SMILES string = N#CS/C=C\NO
- gap between HOMO and LUMO (eV) = 9.432
- charge = 0

Last columns: bonded neighbours and bond lengths (Å).
Atoms and positions in Å:
1 N -2.794 0.316 0.349  C2 1.153
2 C -2.078 0.898 1.039  N1 1.153, S3 1.652
3 S -0.618 1.462 1.568  C2 1.652, C4 1.813
4 C 0.033 1.311 -0.118  S3 1.813, C5 1.284, H8 1.048
5 C 0.601 0.256 -0.582  C4 1.284, N6 1.374, H9 1.052
6 N 0.668 -0.976 0.022  C5 1.374, O7 1.369, H10 1.006
7 O 1.452 -1.986 -0.466  N6 1.369, H11 0.930
8 H 0.305 2.189 -0.621  C4 1.048
9 H 1.186 0.310 -1.454  C5 1.052
10 H 0.357 -1.095 0.972  N6 1.006
11 H 0.889 -2.684 -0.710  O7 0.930

***

four.
Molecular formula: C3H4N2OS
Method: DFT, ωB97M-V/def2-TZVPD

- gap between HOMO and LUMO (eV) = 7.477
- charge = 0

Last columns: bonded neighbours and bond lengths (Å).
Atoms and positions in Å:
1 C -0.589 1.083 -1.433  N4 1.269, S7 1.732, H8 1.048
2 C -1.182 -0.851 -0.205  N4 1.266, N5 1.343
3 C 0.729 0.787 0.788  O6 1.281, S7 1.701
4 N -1.062 -0.070 -1.195  C1 1.269, C2 1.266
5 N -0.833 -2.064 0.252  C2 1.343, H9 1.109, H10 1.022
6 O 1.614 0.902 1.708  C3 1.281, H11 1.052
7 S 0.843 1.674 -0.659  C1 1.732, C3 1.701
8 H -0.657 1.564 -2.362  C1 1.048
9 H 0.148 -2.573 0.164  N5 1.109
10 H -1.217 -2.221 1.186  N5 1.022
11 H 2.205 1.770 1.757  O6 1.052

***

The energetic minimum among the shown structures is two; the next structure lies 0.659 eV above.